Formula: C9H12O3
Source: OMol25
Level of theory: ωB97M-V with the def2-TZVPD basis set

## Properties
- Highest occupied orbital energy (alpha / beta): -0.1853 / -0.4079 hartree
- 2S+1: 3
- Energy above the lowest of the compared OMol25 structures with the same formula, charge and spin: 76.60 kcal per mole
- Expectation value of S²: 2.01

Last column: Löwdin spin population.
CARTESIAN COORDINATES (ANGSTROEM)
O1 -0.22873 -0.94606 -3.42700  0.15
O2 -0.25122 0.12485 -5.32984  0.07
O3 -0.22934 1.24756 -3.26714  0.14
C1 -0.31262 -0.60520 -2.08953  0.65
C2 -0.22133 0.20390 -4.13012  0.02
C3 -0.07925 -0.77949 -0.57596  0.06
C4 -1.32578 -1.37595 -0.03560  0.04
C5 -1.18161 1.57619 0.21817  0.05
C6 1.38949 1.43109 -0.18352  0.03
C7 1.11407 -1.56260 -0.25294  0.02
C8 -0.30841 0.75891 -1.96657  0.66
C9 0.00140 0.78814 -0.50257  0.07
H1 -0.56489 2.55096 0.58336  0.00
H2 -1.23469 -2.45991 -0.27068  0.00
H3 1.82882 -1.03202 -0.69955  0.00
H4 1.76298 1.16856 0.79688  0.00
H5 2.15006 1.14508 -0.97512  0.00
H6 -1.34559 -1.50068 1.14784  0.01
H7 1.06913 -2.60378 -0.61905  0.00
H8 -1.57371 1.19154 1.17489  0.00
H9 1.37251 2.52080 -0.27058  0.00
H10 1.20616 -1.68249 0.86620  0.00
H11 -2.24927 -0.88425 -0.25904  0.00
H12 -1.89416 1.92577 -0.54574  0.01


Formula: C9H12OS
Source: OMol25
Level of theory: ωB97M-V with the def2-TZVPD basis set

## Properties
- Highest occupied orbital energy: -0.3278 hartree
- Energy above the lowest of the compared OMol25 structures with the same formula, charge and spin: 40.29 kcal per mole
- SMILES: C=C(C)COCc1cccs1

Last column: Löwdin charge in e.
CARTESIAN COORDINATES (ANGSTROEM)
S1 -1.75841 3.08032 0.39241  1.04
O1 -0.44751 -0.36816 0.96611  -0.15
C1 -0.96625 3.86228 -0.90728  -0.43
C2 -0.48516 3.00160 -1.89683  -0.13
C3 -1.29489 1.56485 -0.25434  -0.56
C4 1.06448 -3.48257 0.64799  0.07
C5 1.13723 -2.15630 0.80277  -0.33
C6 -1.67965 0.24756 0.40250  -0.16
C7 0.04887 -1.36755 0.08719  -0.23
C8 2.11660 -1.23410 1.42163  -0.06
C9 -0.69985 1.62941 -1.44328  -0.14
H1 -2.31282 0.45289 1.26433  0.10
H2 3.17337 -1.62950 1.26077  0.10
H3 1.95856 -0.26804 0.90529  0.08
H4 0.47616 -0.89168 -0.75422  0.10
H5 0.01041 3.34378 -2.86621  0.12
H6 -0.86263 4.91356 -0.90726  0.04
H7 0.39495 -3.77655 -0.06757  0.03
H8 -0.74702 -2.00478 -0.38891  0.13
H9 1.81931 -1.06478 2.52237  0.12
H10 -0.46151 0.72262 -1.90237  0.09
H11 1.77135 -4.12511 1.04093  0.04
H12 -2.25557 -0.44975 -0.32602  0.15


Formula: C9H12OS
Source: OMol25
Level of theory: ωB97M-V with the def2-TZVPD basis set

## Properties
- Highest occupied orbital energy: -0.3188 hartree
- Energy above the lowest of the compared OMol25 structures with the same formula, charge and spin: 50.09 kcal per mole
- SMILES: CC(C)[C@@]1(c2ccco2)CS1

Last column: Löwdin charge in e.
CARTESIAN COORDINATES (ANGSTROEM)
S1 1.31664 -2.51391 0.33249  0.84
O1 -1.44005 -0.56403 1.33378  0.01
C1 -2.81193 -0.45968 1.09528  -0.10
C2 -3.03601 -0.29807 -0.20386  -0.08
C3 0.59059 -0.91318 -0.06287  -0.61
C4 -0.85663 -0.67073 0.09078  -0.32
C5 -1.79280 -0.55908 -0.88571  -0.03
C6 0.85243 1.73474 -0.69784  -0.06
C7 1.13485 -1.64496 -1.27371  -0.39
C8 1.57027 0.59353 0.11705  -0.26
C9 1.53805 0.94163 1.63167  -0.07
H1 -3.41335 -0.42114 2.07754  0.15
H2 1.80639 0.05636 2.23099  0.08
H3 2.21138 1.75855 1.79245  0.07
H4 0.55470 -2.19532 -2.06150  0.08
H5 0.58462 1.20389 1.89442  0.03
H6 2.22593 -1.44882 -1.64784  0.10
H7 1.45847 2.54691 -0.73707  0.02
H8 2.49734 0.37916 -0.24761  0.07
H9 -0.19331 1.92542 -0.26272  0.10
H10 -1.47093 -0.45873 -1.90134  0.11
H11 0.65254 1.37749 -1.82351  0.12
H12 -3.97918 -0.37003 -0.79086  0.12


Formula: C9H13AuNO
Source: OMol25
Level of theory: ωB97M-V with the def2-TZVPD basis set

## Properties
- Highest occupied orbital energy (alpha / beta): -0.0894 / -0.1553 hartree
- Net charge: -1
- 2S+1: 3
- Expectation value of S²: 2.02

Last column: Löwdin spin population.
CARTESIAN COORDINATES (ANGSTROEM)
Au1 -1.28391 0.12197 0.12795  0.34
O1 -1.36756 -0.06089 2.17269  0.05
N1 -1.30662 0.40204 -1.85757  0.17
C1 1.65168 1.86616 0.14198  0.01
C2 -0.13855 -1.11498 -3.53153  0.02
C3 2.55182 0.83360 -0.20776  0.26
C4 1.43755 0.16340 1.68792  0.14
C5 -0.44723 -0.93656 -2.21998  0.03
C6 2.41217 -0.22390 0.74425  0.10
C7 -0.36215 -1.66802 -0.96972  0.41
C8 -2.71002 0.15546 2.54803  0.02
C9 0.91617 1.43701 1.29048  0.34
H1 -3.24865 0.62226 1.70932  0.02
H2 2.96751 -1.16576 0.74202  0.00
H3 0.33035 -2.07319 -3.81881  0.00
H4 -1.16895 -2.40242 -0.80064  0.02
H5 -0.37969 -0.32568 -4.26042  0.00
H6 -3.18584 -0.80883 2.78837  0.00
H7 0.63671 -2.00677 -0.67768  0.03
H8 1.54042 2.82912 -0.36557  -0.01
H9 1.09451 -0.44528 2.52448  0.00
H10 0.17412 2.03746 1.82201  0.01
H11 -2.78158 0.79557 3.44009  0.00
H12 3.25359 0.84155 -1.04603  0.01
H13 -0.58586 1.12669 -1.98389  0.01


Formula: C9H13BN2O3
Source: OMol25
Level of theory: ωB97M-V with the def2-TZVPD basis set

## Properties
- Highest occupied orbital energy: -0.3151 hartree
- SMILES: Oc1ccccc1.C1CN=NC1.O=BO

Last column: Löwdin charge in e.
CARTESIAN COORDINATES (ANGSTROEM)
O1 -1.81855 -2.38112 2.58914  0.24
O2 2.39825 2.55445 -1.97091  0.05
O3 -1.01508 -2.74300 0.28278  0.15
N1 -2.39593 0.40353 1.69398  0.02
N2 -3.24272 -0.13476 1.03167  -0.05
C1 2.74178 0.12086 0.67155  -0.13
C2 1.92974 -0.85114 0.22354  -0.08
C3 -1.24030 0.82014 0.73629  -0.16
C4 1.56648 -0.78656 -1.13474  -0.09
C5 2.40646 1.39406 -1.26048  -0.31
C6 2.93614 1.27746 -0.00111  -0.04
C7 -2.95404 -0.46882 -0.39542  -0.13
C8 -1.60514 0.34463 -0.62878  -0.15
C9 1.66322 0.35009 -1.80288  -0.04
B1 -1.58863 -2.52958 1.33086  -0.62
H1 -1.77282 1.19793 -1.28346  0.11
H2 -2.72945 -1.61052 -0.39161  0.11
H3 2.67983 3.33748 -1.51203  0.10
H4 1.36973 0.42311 -2.83483  0.13
H5 3.35259 2.15341 0.56874  0.14
H6 -3.78830 -0.24484 -1.01079  0.09
H7 -0.84667 -0.24088 -1.09709  0.06
H8 -1.21117 1.91920 0.89448  0.12
H9 1.58860 -1.59958 0.86680  0.09
H10 3.20752 0.07183 1.63979  0.11
H11 0.95167 -1.53831 -1.43083  0.08
H12 -0.33974 0.44285 1.09439  0.07
H13 -2.24348 -1.68188 3.13097  0.14


Formula: C9H13BrClI2NOPTm
Source: OMol25
Level of theory: ωB97M-V with the def2-TZVPD basis set

## Properties
- Highest occupied orbital energy (alpha / beta): -0.5423 / -0.5423 hartree
- Net charge: +2
- 2S+1: 3
- Expectation value of S²: 2.00

Last column: Löwdin spin population.
CARTESIAN COORDINATES (ANGSTROEM)
Tm1 1.54116 -0.15115 0.32218  2.00
I1 -3.16245 1.24803 -0.63739  0.00
I2 -3.19421 -1.34110 -0.76934  0.00
Br1 -1.93965 -1.94610 5.27706  0.00
Cl1 3.88501 0.32753 -0.14413  0.00
P1 0.51360 -0.00062 -2.58728  0.00
O1 -3.94419 -0.16214 3.06915  0.00
N1 0.36396 -0.27161 2.25312  0.00
C1 -3.51795 0.27948 2.11937  0.00
C2 -0.63767 -0.94427 2.92066  0.00
C3 -0.97704 -0.00317 -3.66893  0.00
C4 1.08489 0.67474 2.91217  0.00
C5 1.38849 -1.34003 -3.48034  0.00
C6 -0.02633 0.15047 4.98591  0.00
C7 -0.78672 -0.79163 4.29043  0.00
C8 1.32870 1.41849 -3.36957  0.00
C9 0.90080 0.90008 4.27751  0.00
H1 -0.17725 0.27028 6.04729  0.00
H2 0.68133 2.30650 -3.26441  0.00
H3 0.80685 -2.26768 -3.39778  0.00
H4 1.50554 1.22275 -4.44057  0.00
H5 -1.23313 -1.61584 2.30158  0.00
H6 -1.59336 -0.88565 -3.46274  0.00
H7 2.37234 -1.49039 -3.02928  0.00
H8 2.29007 1.60866 -2.86362  0.00
H9 1.49252 1.68191 4.73846  0.00
H10 1.78718 1.31764 2.33032  0.00
H11 1.50206 -1.07569 -4.53830  0.00
H12 -0.66772 -0.00213 -4.72618  0.00
H13 -1.58681 0.88266 -3.46536  0.00